Record 1
# C12H21LuN2O2P

A structure of composition C12H21LuN2O2P (the ωB97M-V functional and the def2-TZVPD basis, the Open Molecules 2025 dataset).

Output
Spin multiplicity: 1
Kohn-Sham gap (Eh): 0.0804
HOMO level (eV): -16.236
Charge: +3
Largest force on an atom (Eh/bohr): 0.07763
Energy (eV): -62732.4623

Geometry (Å):
1 C 2.366 -1.444 1.975
2 C 2.449 -0.807 0.481
3 C 1.723 0.633 0.308
4 C 0.302 0.738 0.963
5 O -0.271 2.053 1.008
6 C 0.316 3.003 0.086
7 C -0.812 -0.201 0.279
8 N -1.010 -1.481 0.963
9 C -0.651 -0.376 -1.243
10 C -0.178 -1.642 -1.767
11 C 0.024 -1.945 -3.190
12 C -0.356 -0.817 -4.061
13 C -0.855 0.381 -3.386
14 N -0.991 0.639 -2.075
15 P -2.457 0.787 0.519
16 C -2.865 0.964 2.346
17 O -3.720 -0.042 -0.100
18 H 3.349 -2.026 2.207
19 H 1.565 -2.230 1.941
20 H 2.041 -0.706 2.803
21 H 3.587 -0.611 0.257
22 H 2.139 -1.560 -0.284
23 H 2.451 1.414 0.759
24 H 1.731 0.832 -0.799
25 H 0.354 0.391 2.037
26 H -0.356 3.905 0.083
27 H 1.327 3.374 0.379
28 H 0.308 2.634 -0.976
29 H -2.008 -1.666 1.088
30 H -0.507 -1.535 1.849
31 H 0.050 -2.452 -1.030
32 H 0.404 -2.912 -3.573
33 H -0.291 -0.908 -5.171
34 H -1.173 1.210 -4.071
35 H -2.077 1.644 2.771
36 H -2.805 -0.036 2.858
37 H -3.849 1.472 2.497
38 H -3.440 -0.552 -0.895
39 Lu 4.186 -0.128 2.164



Record 2
# C12H21MgO8S3

A structure of composition C12H21MgO8S3 (the ωB97M-V functional and the def2-TZVPD basis, the Open Molecules 2025 dataset).

Output
Spin multiplicity: 1
Kohn-Sham gap (Eh): 0.2035
HOMO level (eV): -3.659
Charge: -1
Largest force on an atom (Eh/bohr): 0.05938
Energy (eV): -67116.3936

Geometry (Å):
1 Mg 16.349 4.220 -17.354
2 C 14.629 0.461 -17.564
3 C 15.349 1.622 -17.679
4 C 16.813 1.529 -18.052
5 O 17.466 2.595 -18.424
6 C 17.491 0.329 -18.106
7 C 16.799 -0.950 -17.907
8 C 15.235 -0.848 -17.630
9 O 14.734 -1.959 -17.502
10 O 17.309 -2.049 -17.955
11 O 14.806 2.750 -17.391
12 H 13.608 0.508 -17.207
13 H 18.392 0.246 -18.702
14 O 16.960 3.948 -15.680
15 H 17.014 4.106 -14.752
16 C 20.291 -0.478 -14.013
17 S 18.786 0.515 -13.676
18 O 18.766 0.489 -12.154
19 C 19.471 2.082 -14.284
20 H 20.152 -1.520 -13.732
21 H 21.086 0.046 -13.493
22 H 20.361 -0.577 -15.101
23 H 20.464 2.177 -13.843
24 H 18.820 2.948 -14.225
25 H 19.575 1.859 -15.350
26 C 13.649 6.800 -14.756
27 S 13.712 6.451 -16.553
28 O 15.015 5.719 -16.710
29 C 12.406 5.155 -16.409
30 H 13.858 5.964 -14.094
31 H 12.649 7.212 -14.614
32 H 14.407 7.556 -14.545
33 H 11.438 5.640 -16.551
34 H 12.495 4.635 -15.458
35 H 12.437 4.338 -17.133
36 C 19.724 5.281 -19.276
37 S 18.889 5.805 -17.822
38 O 17.413 5.570 -18.022
39 C 19.672 4.587 -16.696
40 H 19.350 4.309 -19.605
41 H 20.800 5.351 -19.140
42 H 19.437 5.979 -20.067
43 H 19.314 4.738 -15.679
44 H 20.762 4.612 -16.703
45 H 19.371 3.546 -16.831



Record 3
# C12H21N2

The ion C12H21N2 with charge +1 (the ωB97M-V functional and the def2-TZVPD basis, the Open Molecules 2025 dataset).

Output
Spin multiplicity: 1
SMILES string: C=C(c1c(C(C)C)[nH+]cn1C)C(C)C
Kohn-Sham gap (Eh): 0.3741
HOMO level (eV): -12.764
Charge: +1
Largest force on an atom (Eh/bohr): 0.09980
Energy (eV): -15754.7869

Geometry (Å):
1 C -1.051 -2.095 -1.260
2 C -0.150 -1.178 -0.915
3 C -0.671 0.469 -0.313
4 C -0.851 1.464 0.807
5 C -0.698 1.312 2.276
6 C -1.280 -0.037 2.806
7 C 0.826 1.427 2.654
8 N -1.278 2.567 0.228
9 C -1.238 2.463 -1.118
10 N -0.964 1.220 -1.436
11 C -0.847 0.934 -2.910
12 C 1.331 -1.327 -0.929
13 C 1.838 -1.677 0.536
14 C 1.924 -2.310 -1.937
15 H -0.741 -3.103 -1.667
16 H -2.215 -2.011 -1.221
17 H -1.262 2.055 2.754
18 H -2.043 -0.539 2.250
19 H -1.786 0.107 3.844
20 H -0.538 -0.766 2.900
21 H 1.450 1.141 1.656
22 H 1.122 0.819 3.572
23 H 0.958 2.432 2.963
24 H -1.434 3.565 0.578
25 H -1.635 3.233 -1.794
26 H -1.594 0.277 -3.310
27 H -1.138 1.945 -3.202
28 H 0.225 0.807 -3.400
29 H 1.727 -0.272 -1.067
30 H 1.984 -2.804 0.554
31 H 1.117 -1.516 1.387
32 H 2.756 -1.313 0.887
33 H 1.729 -1.825 -2.921
34 H 1.521 -3.215 -1.639
35 H 2.905 -2.251 -1.613



Record 4
# C12H21N3O4PSi

A cluster of 2 separate species, C12H21N3O4PSi in total (the ωB97M-V functional and the def2-TZVPD basis, the Open Molecules 2025 dataset).

Output
Spin multiplicity: 1
Kohn-Sham gap (Eh): 0.0481
HOMO level (eV): 3.950
Charge: -3
Largest force on an atom (Eh/bohr): 0.11194
Energy (eV): -42602.7702

Geometry (Å):
1 C 4.885 -0.321 0.459
2 C 3.685 0.366 0.057
3 C 2.521 0.671 1.015
4 C 2.812 0.308 2.448
5 N 3.006 -0.005 3.504
6 C 1.104 0.110 0.478
7 C 0.250 -0.122 1.701
8 N -0.343 -0.236 2.643
9 N 0.591 1.143 -0.432
10 C -0.866 1.074 -0.711
11 C -1.745 2.042 0.155
12 C -2.997 1.223 0.657
13 Si 1.391 -1.612 -0.344
14 C -0.277 -2.570 -0.358
15 C 1.850 -1.450 -2.199
16 C 2.611 -2.724 0.591
17 H 5.142 -1.347 0.126
18 H 5.643 0.170 1.108
19 H 3.606 0.667 -1.002
20 H 2.382 1.777 1.013
21 H 1.095 1.089 -1.314
22 H -1.299 0.057 -0.682
23 H -0.988 1.426 -1.759
24 H -1.222 2.352 1.082
25 H -2.077 2.931 -0.403
26 H -2.671 0.203 0.950
27 H -3.762 1.181 -0.140
28 H -3.423 1.657 1.579
29 H -0.881 -2.335 -1.253
30 H -0.074 -3.661 -0.300
31 H -0.904 -2.334 0.523
32 H 0.936 -1.114 -2.739
33 H 2.125 -2.428 -2.642
34 H 2.656 -0.723 -2.376
35 H 3.090 -2.252 1.465
36 H 2.090 -3.632 0.976
37 H 3.411 -3.102 -0.077
38 O -6.311 2.403 0.738
39 P -6.672 2.304 -0.761
40 O -7.718 3.390 -1.103
41 O -7.247 0.899 -1.051
42 O -5.405 2.522 -1.623



Record 5
# C12H21N7O3

The molecule C12H21N7O3 (the ωB97M-V functional and the def2-TZVPD basis, the Open Molecules 2025 dataset).

Output
Spin multiplicity: 1
SMILES string: [H]/N=C(/N)NCCC[C@H](N)C(=O)N[C@@H](Cc1c[nH]cn1)C(=O)O
Kohn-Sham gap (Eh): 0.3121
HOMO level (eV): -8.175
Largest force on an atom (Eh/bohr): 0.05680
Energy (eV): -29358.8308

Geometry (Å):
1 H -7.025 0.577 0.489
2 N -6.659 -0.372 0.294
3 C -5.613 -0.336 -0.462
4 N -5.079 -1.541 -0.890
5 N -4.974 0.844 -0.901
6 C -3.584 1.024 -1.371
7 C -2.396 0.885 -0.377
8 C -2.382 -0.404 0.333
9 C -1.228 -0.528 1.298
10 N -1.215 0.568 2.221
11 C 0.136 -0.672 0.523
12 O 0.161 -1.068 -0.634
13 N 1.251 -0.391 1.242
14 C 2.426 0.160 0.579
15 C 3.065 -0.776 -0.486
16 C 4.570 -0.628 -0.556
17 C 5.595 -1.555 -0.479
18 N 6.767 -0.902 -0.378
19 C 6.444 0.440 -0.289
20 N 5.161 0.622 -0.475
21 C 2.003 1.547 0.001
22 O 0.879 1.979 0.231
23 O 2.920 2.197 -0.731
24 H -4.564 -1.558 -1.734
25 H -5.820 -2.244 -0.840
26 H -5.349 1.695 -0.490
27 H -3.398 0.367 -2.214
28 H -3.531 2.020 -1.757
29 H -2.439 1.713 0.363
30 H -1.474 0.988 -0.938
31 H -2.324 -1.297 -0.336
32 H -3.332 -0.535 0.914
33 H -1.387 -1.507 1.799
34 H -0.538 1.263 1.926
35 H -1.087 0.334 3.186
36 H 1.157 -0.067 2.207
37 H 3.043 0.375 1.434
38 H 2.902 -1.824 -0.186
39 H 2.698 -0.585 -1.489
40 H 5.564 -2.660 -0.387
41 H 7.705 -1.230 -0.131
42 H 7.113 1.277 0.082
43 H 3.840 1.806 -0.589



Copy entry 1 word for word.
# C12H21LuN2O2P

A structure of composition C12H21LuN2O2P (the ωB97M-V functional and the def2-TZVPD basis, the Open Molecules 2025 dataset).

Output
Spin multiplicity: 1
Kohn-Sham gap (Eh): 0.0804
HOMO level (eV): -16.236
Charge: +3
Largest force on an atom (Eh/bohr): 0.07763
Energy (eV): -62732.4623

Geometry (Å):
1 C 2.366 -1.444 1.975
2 C 2.449 -0.807 0.481
3 C 1.723 0.633 0.308
4 C 0.302 0.738 0.963
5 O -0.271 2.053 1.008
6 C 0.316 3.003 0.086
7 C -0.812 -0.201 0.279
8 N -1.010 -1.481 0.963
9 C -0.651 -0.376 -1.243
10 C -0.178 -1.642 -1.767
11 C 0.024 -1.945 -3.190
12 C -0.356 -0.817 -4.061
13 C -0.855 0.381 -3.386
14 N -0.991 0.639 -2.075
15 P -2.457 0.787 0.519
16 C -2.865 0.964 2.346
17 O -3.720 -0.042 -0.100
18 H 3.349 -2.026 2.207
19 H 1.565 -2.230 1.941
20 H 2.041 -0.706 2.803
21 H 3.587 -0.611 0.257
22 H 2.139 -1.560 -0.284
23 H 2.451 1.414 0.759
24 H 1.731 0.832 -0.799
25 H 0.354 0.391 2.037
26 H -0.356 3.905 0.083
27 H 1.327 3.374 0.379
28 H 0.308 2.634 -0.976
29 H -2.008 -1.666 1.088
30 H -0.507 -1.535 1.849
31 H 0.050 -2.452 -1.030
32 H 0.404 -2.912 -3.573
33 H -0.291 -0.908 -5.171
34 H -1.173 1.210 -4.071
35 H -2.077 1.644 2.771
36 H -2.805 -0.036 2.858
37 H -3.849 1.472 2.497
38 H -3.440 -0.552 -0.895
39 Lu 4.186 -0.128 2.164